[1]
The following is a DFT calculation (ωB97M-V with the def2-TZVPD basis set) of one molecule with the formula H3N3O2 in a non-equilibrium geometry.

Summary:
Orbital gap ... 11.17 eV
E_tot ... -8609.5769 eV
Total charge ... 0
Relative energy (zero: lowest compared OMol25 entry of this formula, charge and spin) ... 6.72 kcal/mol
LUMO energy ... 0.61 eV

Each atom is followed by the atoms it is bonded to, with distances in Å.
Positions of all 8 atoms, in Å:
1 N 0.56 -0.07 0.28  N2 1.505, H6 1.033, H7 1.024
2 N -0.61 0.54 -0.44  N1 1.505, N3 1.394, H8 1.019
3 N -1.80 -0.19 -0.45  N2 1.394, O4 1.188, O5 1.196
4 O -1.97 -1.10 0.29  N3 1.188
5 O -2.61 0.26 -1.21  N3 1.196
6 H 0.74 0.62 1.02  N1 1.033
7 H 0.24 -0.87 0.84  N1 1.024
8 H -0.42 0.68 -1.43  N2 1.019

[2]
The following is a DFT calculation (ωB97M-V with the def2-TZVPD basis set) of a 2-piece molecular cluster, C3H4N2O overall.

Summary:
Orbital gap (spin up / spin down) ... 9.47 / 9.47 eV
E_tot ... -8197.6205 eV
Total charge ... 0
Relative energy (zero: lowest compared OMol25 entry of this formula, charge and spin) ... 144.47 kcal/mol
LUMO energy (spin up / spin down) ... 0.49 / 0.49 eV

Each atom is followed by the atoms it is bonded to, with distances in Å.
Positions of all 10 atoms, in Å:
1 N 0.85 -1.00 1.49  C2 1.360, H5 1.005, H6 1.002
2 C 0.64 -0.14 0.46  N1 1.360, N3 1.234
3 N 1.29 0.75 -0.09  C2 1.234, O4 1.226
4 O 1.05 1.55 -0.99  N3 1.226
5 H 0.22 -0.98 2.28  N1 1.005
6 H 1.10 -1.95 1.28  N1 1.002
7 C -1.05 0.90 -1.44  C8 1.233, H9 1.066
8 C -1.22 -0.02 -0.63  C7 1.233, H10 1.073
9 H -1.08 1.67 -2.18  C7 1.066
10 H -1.80 -0.78 -0.16  C8 1.073